DFT (the ωB97M-V functional and the def2-TZVPD basis) results for a 3-piece molecular cluster, C8H12B3ClF6IO8P overall.

Summary:
Multiplicity: 1
SMILES: OP(Cl)B1OBOB(I)O1.CCOC(=O)C(F)(F)F.CCOC(=O)C(F)(F)F
Frontier orbital gap (eV): 8.290
DFT total energy (eV): -73122.7852

```
40
C8H12B3ClF6IO8P the ωB97M-V functional and the def2-TZVPD basis
F 0.91490 0.83326 -3.51086
O -4.79758 2.15625 3.73238
O -6.66999 0.67203 2.61245
Cl -2.42971 1.97044 1.23587
H 4.72996 3.21822 -1.47591
P -2.52442 0.44400 2.76835
B -6.21188 1.92060 3.27249
H 5.69887 1.92047 0.46584
H 0.97725 -1.54063 -2.35833
C 0.58488 -2.13859 0.11632
H -0.53667 -0.66118 -2.55827
H -0.61695 -0.06037 3.79230
F 0.82144 -0.63215 1.97091
H 4.03515 1.39520 0.14016
B -4.19928 0.77690 3.65867
H 6.10798 2.23188 -1.95916
C 5.04956 1.43649 -0.26900
F -0.99773 -1.83316 1.90882
H -0.34047 -3.69459 -2.15363
H -7.03655 2.78110 3.38042
H -1.84070 -2.78754 -2.28787
C -0.08557 -1.54214 -2.09045
H 5.37849 0.40112 -0.40636
F 2.72332 -0.34411 -3.81640
C -0.78695 -2.79335 -2.58557
C 2.26441 0.93297 -3.67607
O 2.38938 2.40070 -1.71365
O 1.44105 -2.89952 -0.32328
C 5.07898 2.18533 -1.58846
B -6.09575 -0.53055 3.24915
F 0.90419 -2.76372 2.42523
F 2.45653 1.53945 -4.88255
O -5.04269 -0.29366 4.29933
C 0.32987 -1.84761 1.59497
O -0.25580 -1.39447 -0.67247
C 2.95172 1.68665 -2.53778
H -0.72649 -2.86613 -3.67501
O 4.30905 1.49068 -2.58150
O -1.21222 0.76639 3.87387
I -6.73960 -2.53666 2.62501
```


DFT (the ωB97M-V functional and the def2-TZVPD basis) results for a 2-piece molecular cluster, C8H12BN2O11P overall.

Summary:
Multiplicity: 1
Frontier orbital gap (eV): 7.312
DFT total energy (eV): -43964.1004

```
35
C8H12BN2O11P the ωB97M-V functional and the def2-TZVPD basis
C 2.83944 0.57283 0.22659
C 0.21011 1.74079 0.80498
H 1.98962 2.51095 1.43892
C -3.77876 -0.31419 -2.57877
H 4.76252 3.01675 0.83631
H 1.23105 3.52451 0.30062
O -3.50299 -3.41450 -1.40211
C -4.15338 -4.21417 -0.55514
H 3.23168 -0.08004 -0.59379
H 2.02992 -0.25547 1.96245
N 1.43760 2.56465 0.57232
B -3.90193 -2.02923 -1.10312
N 1.85486 -0.23257 0.96090
O 5.31754 -0.43303 1.21344
O -1.80579 0.64815 -1.58863
H 0.03719 -0.24941 -0.19296
O 5.24973 2.19041 0.76173
O -4.85662 -2.09992 0.01538
O -5.71842 -3.79019 1.21305
C 0.46012 0.18873 0.73423
H -0.64057 2.04483 0.15619
O -2.72433 -1.20437 -0.74357
P 4.33594 0.91559 1.31910
O -3.99534 0.43942 -3.48722
H -0.13070 1.97441 1.84012
H 5.59967 -0.44323 0.28431
C -5.00643 -3.38579 0.33825
O -4.50904 -1.38210 -2.28367
H -0.13840 -0.25084 1.56018
H 3.07531 2.53586 -0.82472
H 1.67906 1.57300 -1.34923
O -4.05266 -5.40792 -0.53151
C -2.65797 -0.20729 -1.60696
O 3.95943 1.09570 2.76378
C 2.27254 1.85765 -0.46142
```